Entry 1:
{"formula": "C17H35O5ReS4SbSi4", "method": "ωB97M-V with the def2-TZVPD basis set", "symbols": ["Re", "O", "C", "O", "C", "C", "C", "C", "C", "O", "C", "C", "O", "O", "H", "H", "H", "H", "H", "H", "H", "H", "S", "Sb", "S", "S", "S", "C", "Si", "C", "C", "Si", "Si", "C", "C", "C", "Si", "C", "C", "C", "H", "H", "H", "H", "H", "H", "H", "H", "H", "H", "H", "H", "H", "H", "H", "H", "H", "H", "H", "H", "H", "H", "H", "H", "H", "H", "H"], "xyz": [[0.8982, -0.2150, 1.2761], [-2.0065, 2.9567, 1.9979], [-0.8951, 2.4905, 1.7925], [-0.6432, 1.4695, 1.0838], [0.3274, 3.2739, 2.3478], [1.4084, 3.3724, 1.2579], [2.4571, 4.4169, 1.6792], [3.2530, 3.6259, 2.7330], [2.4642, 2.3046, 2.7540], [2.1048, 2.1496, 1.3917], [1.1203, 2.5544, 3.4662], [0.4185, 1.2617, 3.9962], [-0.0322, 1.3124, 5.1341], [0.3877, 0.2581, 3.2415], [-0.0423, 4.2499, 2.6738], [1.0319, 3.4779, 0.2379], [1.9840, 5.3125, 2.0812], [3.0779, 4.6990, 0.8273], [3.2674, 4.1031, 3.7111], [4.2782, 3.4488, 2.4046], [3.0321, 1.4371, 3.0986], [1.2475, 3.2037, 4.3378], [5.5845, -2.2437, 1.7622], [3.6632, -2.4015, 0.5530], [1.6391, -2.3044, 2.0060], [2.7161, -0.2055, -0.1702], [3.7494, -3.9727, -1.0814], [0.8864, 1.2382, -2.8742], [0.6108, -0.6676, -2.8038], [-0.5538, -1.1114, -4.2752], [2.3127, -1.4119, -3.2917], [-0.3861, -1.0375, -0.6072], [-2.3535, 0.4033, -0.5166], [-3.3772, 0.1726, 1.0858], [-3.5417, -0.3232, -1.8524], [-2.2634, 2.2171, -1.1529], [-1.0237, -3.3623, -0.2938], [-2.3255, -3.9145, -1.5956], [0.2643, -4.7909, -0.2840], [-1.9214, -3.3790, 1.4034], [1.5335, 1.5644, -3.6839], [1.3617, 1.5372, -1.9436], [-0.0528, 1.7754, -2.9515], [-0.0986, -0.8613, -5.2279], [-1.4955, -0.5797, -4.2150], [-0.7776, -2.1704, -4.2869], [2.5412, -1.3158, -4.3520], [2.3824, -2.4632, -3.0367], [3.0945, -0.9018, -2.7392], [-3.9077, -0.7783, 1.0701], [-4.1079, 0.9650, 1.2298], [-2.7308, 0.1796, 1.9559], [-3.8133, -1.3500, -1.6410], [-3.0979, -0.3020, -2.8411], [-4.4616, 0.2540, -1.8972], [-1.2907, 2.6551, -0.9657], [-2.9916, 2.8461, -0.6493], [-2.4551, 2.2667, -2.2222], [-1.9450, -3.8000, -2.6026], [-3.2279, -3.3235, -1.5175], [-2.6038, -4.9547, -1.4617], [0.9252, -4.7431, -1.1454], [-0.2016, -5.7744, -0.2840], [0.8920, -4.7181, 0.5996], [-2.9081, -2.9317, 1.3251], [-1.3494, -2.7771, 2.1072], [-2.0331, -4.3673, 1.8414]], "forces_ev_per_a": [[1.94, 0.20, 0.22], [-0.30, -0.02, -0.02], [0.30, 1.39, 0.89], [0.69, -1.60, -0.87], [-0.45, -0.22, -0.48], [-0.49, 0.77, -0.26], [-0.06, 0.02, -0.24], [0.13, -0.19, 0.03], [0.50, 0.06, 0.86], [0.07, -0.23, -0.06], [-0.18, -0.64, 0.35], [0.53, 2.54, 1.25], [-0.09, -0.26, -0.17], [0.06, -1.99, -1.66], [0.06, -0.16, -0.08], [0.03, -0.08, 0.14], [0.00, 0.03, -0.03], [0.00, 0.02, 0.06], [0.06, 0.01, 0.04], [-0.03, 0.00, 0.05], [-0.12, 0.04, -0.10], [-0.02, -0.16, -0.16], [-0.22, 0.20, -0.04], [-0.06, -0.19, 0.23], [0.15, 0.91, -0.67], [-1.11, -0.27, 1.59], [-0.07, 0.05, 0.04], [-0.20, -0.57, 0.19], [0.30, 0.66, -0.57], [0.19, 0.14, 0.68], [-0.65, 0.00, 0.49], [-0.83, -0.51, -1.18], [-0.66, -0.15, -0.30], [0.46, -0.03, -0.29], [0.27, 0.05, 0.32], [0.29, -0.46, 0.15], [-0.39, -0.52, 0.35], [0.38, 0.33, 0.36], [-0.18, 0.84, -0.08], [0.33, 0.18, -0.41], [0.13, -0.13, -0.26], [0.07, 0.10, 0.19], [-0.25, 0.10, 0.00], [0.28, 0.11, -0.16], [-0.24, 0.13, 0.06], [-0.07, -0.37, 0.01], [-0.28, 0.20, -0.22], [0.08, -0.22, 0.12], [0.15, 0.01, 0.06], [-0.04, -0.15, -0.13], [-0.04, 0.20, -0.12], [0.10, 0.03, 0.19], [-0.08, -0.26, 0.07], [0.13, 0.02, -0.25], [-0.23, 0.22, 0.05], [0.20, 0.09, 0.01], [-0.20, -0.04, 0.21], [-0.06, -0.12, -0.21], [0.13, 0.04, -0.34], [-0.25, 0.19, 0.01], [0.04, -0.30, 0.14], [0.14, 0.06, -0.07], [-0.40, -0.04, 0.02], [0.12, 0.03, 0.05], [-0.20, 0.11, -0.07], [0.07, 0.05, 0.13], [0.04, -0.27, -0.07]], "spin_multiplicity": 2, "charge": -2, "e_above_lowest_kcal_mol": 23.0, "homo_energy_ev": [-2.337, -2.070], "orbital_gap_ev": [6.05, 6.14], "lumo_ev": [3.716, 4.072]}

---

Entry 2:
{"formula": "C7H16OPS2", "method": "ωB97M-V with the def2-TZVPD basis set", "symbols": ["C", "C", "C", "C", "C", "C", "C", "O", "P", "S", "S", "H", "H", "H", "H", "H", "H", "H", "H", "H", "H", "H", "H", "H", "H", "H", "H"], "xyz": [[1.8554, -0.6712, 0.5244], [2.1086, 0.7891, 0.5928], [0.4719, -0.9388, 0.0801], [2.7325, 1.5042, -0.6453], [-0.0826, -2.2232, 0.7353], [0.2376, -0.7555, -1.4818], [-3.4886, 1.8837, 0.0702], [0.9090, 1.5403, 0.9219], [-2.6727, 0.3344, -0.5446], [-0.4451, 0.4780, 0.8997], [-3.6425, -0.8330, 0.8614], [2.6704, -1.0319, -0.1768], [2.0393, -1.0196, 1.5315], [2.8512, 1.0527, 1.3711], [2.5763, 2.5552, -0.4746], [2.2872, 1.2673, -1.5987], [3.7635, 1.2765, -0.6675], [-0.2547, -2.1614, 1.7680], [0.6553, -3.1101, 0.4321], [-0.9675, -2.4445, 0.1477], [-0.1935, 0.2508, -1.7358], [-0.5732, -1.4095, -1.7929], [1.1931, -1.0095, -1.9292], [-3.1234, 2.8099, -0.2695], [-3.3131, 1.8337, 1.1485], [-4.5663, 1.9065, -0.1838], [-3.0281, -1.8740, 0.4160]], "forces_ev_per_a": [[2.16, 0.27, -0.28], [1.69, 2.84, -1.04], [-1.68, 0.46, -0.42], [-1.50, -0.54, 0.77], [1.78, -1.66, -3.88], [-0.46, 0.07, 1.42], [-0.41, -1.07, 0.60], [-2.23, -1.58, -0.18], [-0.17, 0.82, 0.49], [0.89, 0.69, 0.65], [0.03, 1.42, 0.09], [-1.16, -0.27, 0.81], [-0.09, -0.72, 0.11], [-0.69, -0.40, 0.12], [0.24, 0.48, 0.01], [-0.27, -0.30, -0.27], [1.22, -0.14, -0.16], [-0.08, 0.03, 1.33], [-1.46, 1.84, 0.98], [-0.48, -0.39, 0.45], [1.26, -0.72, 0.15], [0.27, -0.47, -0.19], [-0.25, 0.18, -0.66], [0.97, 0.92, -0.76], [-0.50, 0.31, 0.01], [0.45, -0.48, 0.29], [0.47, -1.60, -0.42]], "charge": 1, "e_above_lowest_kcal_mol": 38.0, "homo_energy_ev": [-12.840, -12.840], "orbital_gap_ev": [7.39, 7.39], "lumo_ev": [-5.452, -5.452]}

---

Entry 3:
{"formula": "C35H33ClN4S2Si2Ti", "method": "ωB97M-V with the def2-TZVPD basis set", "symbols": ["C", "C", "C", "H", "C", "C", "H", "H", "H", "H", "Ti", "Si", "C", "C", "H", "C", "H", "C", "H", "C", "H", "C", "H", "C", "C", "H", "C", "H", "C", "H", "C", "H", "C", "H", "H", "Si", "C", "C", "H", "C", "H", "C", "H", "C", "H", "C", "H", "C", "C", "H", "C", "H", "C", "H", "C", "H", "C", "H", "H", "Cl", "N", "C", "N", "C", "C", "S", "C", "C", "S", "C", "N", "N", "H", "H", "H", "H", "H", "H"], "xyz": [[-1.0131, -0.5542, 3.9369], [-1.6230, 0.1024, 2.8315], [-1.6500, -0.8047, 1.7195], [-2.0913, 1.0787, 2.8413], [-1.0305, -2.0329, 2.1555], [-0.6434, -1.8701, 3.5156], [-0.3060, -2.6788, 4.1619], [-0.9413, -0.1757, 4.9596], [-2.1569, -0.5886, 0.7803], [-1.0210, -2.9632, 1.6021], [0.4261, -0.4342, 2.0474], [2.3677, 3.5586, -0.5941], [0.5963, 4.0783, -0.7710], [0.3715, 5.4501, -1.0037], [1.2409, 6.0900, -1.1544], [-0.9230, 5.9787, -1.0312], [-1.0899, 7.0486, -1.1816], [-2.0304, 5.1416, -0.8842], [-3.0459, 5.5416, -0.8769], [-1.8235, 3.7717, -0.6889], [-2.6764, 3.1073, -0.5887], [-0.5284, 3.2348, -0.6520], [-0.3756, 2.1495, -0.6142], [-1.1693, -2.4120, -1.0520], [-2.5576, -2.2625, -1.2485], [-2.9807, -1.2907, -1.4997], [-3.3963, -3.3759, -1.1151], [-4.4789, -3.2699, -1.2680], [-2.8571, -4.6312, -0.8055], [-3.5101, -5.5119, -0.7790], [-1.4806, -4.7780, -0.6056], [-1.0614, -5.7532, -0.3519], [-0.6469, -3.6710, -0.7457], [0.4252, -3.7698, -0.6111], [2.3883, 2.0839, -0.4576], [0.0884, -1.0907, -1.4103], [1.0773, -1.9539, -2.7765], [0.4283, -1.9421, -4.0221], [-0.3546, -1.2035, -4.2405], [0.7567, -2.8866, -5.0037], [0.1802, -2.9039, -5.9345], [1.8228, -3.7733, -4.7886], [2.0288, -4.5690, -5.5149], [2.5542, -3.6802, -3.6003], [3.4217, -4.3216, -3.4423], [2.1967, -2.7710, -2.5982], [2.7752, -2.7079, -1.6774], [-0.2953, 0.4459, -2.3487], [-1.5818, 0.9157, -2.6586], [-2.4410, 0.4455, -2.1961], [-1.7472, 1.9855, -3.5404], [-2.7636, 2.3215, -3.7332], [-0.6531, 2.6237, -4.1266], [-0.7955, 3.4603, -4.8192], [0.6332, 2.1521, -3.8277], [1.5066, 2.6059, -4.3052], [0.8139, 1.1007, -2.9248], [1.8393, 0.7836, -2.6996], [2.7128, 4.0849, 0.6903], [1.5105, -0.3437, 0.0548], [-0.8432, 2.8323, 2.2649], [0.1969, 2.5689, 3.1051], [0.8471, 1.3883, 3.0924], [1.6608, 1.2729, 4.2377], [1.5749, 2.3576, 5.0732], [0.5553, 3.6089, 4.4563], [2.1777, -0.0197, 4.5126], [2.6755, -0.5310, 5.7012], [2.8386, -2.2518, 5.6924], [2.3099, -2.2267, 4.0002], [1.9206, -1.0220, 3.5404], [2.1213, -3.4092, 3.3743], [-1.1680, 3.7967, 2.2817], [-0.7386, 2.4520, 1.3158], [2.1187, 2.4118, 6.0091], [2.8816, 0.0602, 6.5823], [2.4610, -4.2362, 3.8682], [1.9879, -3.4180, 2.3657]], "forces_ev_per_a": [[-0.55, -0.86, -0.40], [-0.83, -1.00, -0.18], [-1.10, -0.01, 0.72], [0.30, -0.26, -0.03], [-1.20, -0.91, 0.17], [-1.59, 0.28, -0.20], [0.27, 0.41, -0.32], [0.28, 0.02, -0.53], [0.26, -0.23, 0.28], [0.04, 0.18, 0.14], [0.92, 1.09, 3.04], [1.33, 0.02, -2.28], [-0.77, -0.16, 0.43], [-0.74, -0.02, 0.16], [-0.21, -0.03, 0.04], [0.23, 0.01, -0.12], [0.15, -0.28, 0.01], [-0.01, -0.33, 0.42], [0.30, -0.06, -0.09], [0.35, -0.08, -0.32], [-0.08, 0.01, -0.03], [-0.32, 0.90, -0.52], [-0.09, 0.43, 0.29], [-0.54, 0.27, 0.24], [0.29, -0.50, 0.31], [0.06, -0.33, 0.10], [0.04, -0.02, -0.10], [0.55, -0.05, 0.05], [-0.02, 0.08, -0.20], [0.26, 0.43, 0.16], [-0.13, 0.11, -0.07], [-0.13, 0.27, -0.13], [-0.38, -0.15, 0.09], [-0.03, -0.15, -0.03], [-0.32, -0.40, 0.50], [0.99, 0.21, -1.79], [0.29, -0.01, 0.44], [-0.02, -0.51, -0.35], [0.23, -0.48, 0.21], [0.28, 0.24, 0.19], [0.31, -0.05, 0.32], [-0.48, 0.00, 0.26], [0.09, 0.48, 0.27], [0.25, 0.06, -0.05], [-0.22, 0.09, -0.09], [-0.38, -0.24, -0.52], [-0.11, -0.14, -0.12], [-0.63, 0.86, -0.03], [0.73, 0.06, -0.22], [-0.07, 0.18, -0.16], [-0.25, 0.05, 0.14], [0.21, 0.08, -0.09], [0.10, -0.55, 0.16], [0.06, -0.36, 0.33], [-0.04, 0.06, 0.07], [-0.30, -0.09, 0.34], [-0.14, 0.13, -0.28], [-0.45, 0.10, -0.07], [0.16, 0.32, 1.53], [0.71, -0.68, -2.25], [0.88, 0.61, 0.18], [0.06, -1.43, -0.19], [0.28, 2.32, 0.56], [-1.72, 2.60, -0.22], [0.93, -0.99, -0.07], [0.32, -0.90, -0.29], [0.90, -3.16, 1.27], [-0.56, 1.25, -0.99], [-0.08, 0.77, -1.37], [-0.81, 1.46, 0.41], [1.90, -1.41, 1.15], [0.36, -0.18, 0.04], [0.15, -0.29, -0.35], [-0.06, 0.36, 0.43], [-0.25, 0.36, -0.12], [0.01, -0.22, -0.02], [-0.20, 0.43, -0.75], [0.01, -0.07, 0.45]], "spin_multiplicity": 3, "e_above_lowest_kcal_mol": 21.2, "homo_energy_ev": [-4.189, -4.189], "orbital_gap_ev": [3.93, 3.91], "lumo_ev": [-0.258, -0.279]}

---

Entry 4:
{"formula": "C10H10ClN3O", "method": "ωB97M-V with the def2-TZVPD basis set", "symbols": ["C", "C", "C", "C", "C", "C", "C", "C", "C", "C", "N", "N", "N", "O", "Cl", "H", "H", "H", "H", "H", "H", "H", "H", "H", "H"], "xyz": [[3.2165, 1.5424, -2.4324], [2.0183, 2.2662, -2.3595], [-1.9671, -0.4453, 1.7291], [-1.2574, -2.3465, 0.4707], [3.3574, 0.9673, -1.1640], [-1.7137, -1.8620, 1.6692], [1.4992, 2.0846, -1.0532], [-1.3147, -0.2098, -0.4110], [-1.7916, -2.7134, 2.9620], [0.2659, 2.4032, -0.5602], [-1.8162, 0.3190, 0.6941], [-1.0957, -1.5427, -0.6321], [-1.1853, 0.6619, -1.3939], [2.3607, 1.2675, -0.3417], [-0.5740, -0.0271, -2.7994], [3.9071, 1.3921, -3.2401], [1.5719, 3.0127, -3.1543], [-2.3480, -0.0879, 2.6866], [-1.2390, -3.4425, 0.4456], [4.1243, 0.2857, -0.7599], [-0.8968, -2.7367, 3.7268], [-2.6260, -2.3917, 3.6762], [-2.0648, -3.7973, 2.8237], [-0.0670, 2.2338, 0.4490], [-0.3640, 3.1663, -1.0314]], "forces_ev_per_a": [[-0.06, -0.57, 1.66], [-1.00, 1.72, -0.79], [0.05, -2.66, 0.37], [-1.06, 0.92, -0.93], [0.74, -0.39, -0.93], [0.52, 0.94, 2.21], [0.55, -0.05, -1.30], [-0.10, -3.20, -0.05], [-0.53, -0.53, 2.01], [-1.80, 0.14, -0.11], [-0.17, 1.35, 1.53], [0.07, -0.63, 2.01], [0.71, 2.36, -1.26], [-0.37, 0.21, -0.42], [0.49, 0.38, -0.50], [-0.02, 0.15, -0.15], [0.89, -1.97, 1.81], [0.00, 0.53, -0.33], [0.65, 0.34, -0.87], [-0.54, 0.60, -0.30], [-1.14, 0.33, -2.00], [0.84, 0.05, -1.21], [0.50, 1.00, -0.42], [0.28, -0.47, 0.23], [0.51, -0.54, -0.27]], "e_above_lowest_kcal_mol": 34.7, "homo_energy_ev": [-7.557, -7.052], "orbital_gap_ev": [6.39, 5.45], "lumo_ev": [-1.169, -1.606]}